[1]
Formula: C2H8N4O
Source: the OMol25 dataset
Level of theory: wB97M-V/def2-TZVPD

CARTESIAN COORDINATES (ANGSTROEM)
1 C 2.389 -0.008 -0.083
2 N 1.176 0.193 -0.868
3 N 0.139 0.759 -0.058
4 C -0.650 -0.283 0.387
5 O -0.042 -1.238 1.114
6 N -1.933 -0.436 0.198
7 N -2.576 0.668 -0.300
8 H 2.513 0.738 0.708
9 H 3.266 0.068 -0.733
10 H 2.400 -1.000 0.379
11 H 0.849 -0.676 -1.338
12 H -0.454 1.417 -0.568
13 H -0.740 -1.840 1.415
14 H -3.459 0.365 -0.721
15 H -2.878 1.272 0.471

Computed properties:
ΔE to the lowest compared entry with this formula, charge and spin: 308.2 kJ/mol
HOMO-LUMO gap: 9.2870 eV
total energy: -375.18920 a.u.
total charge: 0

***

[2]
Formula: CHFN2O
Source: the OMol25 dataset
Level of theory: wB97M-V/def2-TZVPD

CARTESIAN COORDINATES (ANGSTROEM)
1 H 0.806 0.160 -1.539
2 N 1.458 0.393 -0.724
3 N 1.037 0.288 0.381
4 C -0.658 -0.174 0.650
5 O -1.273 0.205 1.572
6 F -1.371 -0.871 -0.340

Computed properties:
ΔE to the lowest compared entry with this formula, charge and spin: 82.0 kJ/mol
HOMO-LUMO gap: 9.7777 eV
total energy: -323.23455 a.u.
total charge: 0

***

[3]
Formula: C2H3N4S
Source: the OMol25 dataset
Level of theory: wB97M-V/def2-TZVPD

CARTESIAN COORDINATES (ANGSTROEM)
1 C 0.080 0.008 -0.111
2 N -1.373 0.283 0.049
3 N -1.964 1.543 0.154
4 N -3.215 1.416 0.141
5 C -3.523 0.081 -0.053
6 S -4.995 -0.566 -0.049
7 N -2.394 -0.620 -0.146
8 H 0.640 0.696 0.476
9 H 0.270 -0.867 0.404
10 H 0.291 0.059 -1.123

Computed properties:
ΔE to the lowest compared entry with this formula, charge and spin: 131.2 kJ/mol
HOMO-LUMO gap: 6.2960 eV
total energy: -695.21518 a.u.
total charge: -1

***

[4]
Formula: C32H60ClNO12P
Source: the OMol25 dataset
Level of theory: wB97M-V/def2-TZVPD

CARTESIAN COORDINATES (ANGSTROEM)
1 C 1.747 -2.512 -2.492
2 N 1.720 -2.053 -3.873
3 C 2.534 -0.878 -4.157
4 C 2.451 0.258 -3.146
5 C 3.697 0.513 -2.266
6 O 3.337 1.629 -1.523
7 P 2.653 2.794 -2.651
8 Cl 2.063 4.432 -4.063
9 C 0.941 2.777 -1.858
10 C -0.162 2.024 -2.571
11 C -0.648 2.373 -3.831
12 C -1.644 1.648 -4.469
13 C -2.179 0.521 -3.838
14 C -1.731 0.153 -2.573
15 C -2.318 -1.077 -1.911
16 C -0.732 0.904 -1.951
17 O 2.243 1.518 -3.761
18 H 2.758 -2.608 -2.108
19 H 1.131 -1.902 -1.821
20 H 1.309 -3.515 -2.465
21 H 0.779 -1.941 -4.212
22 H 2.186 -0.464 -5.105
23 H 3.588 -1.152 -4.286
24 H 1.646 0.162 -2.404
25 H 4.034 -0.339 -1.670
26 H 4.499 0.742 -2.994
27 H 3.069 3.850 -1.757
28 H 3.934 2.880 -3.299
29 H 0.605 3.809 -1.733
30 H 1.055 2.349 -0.861
31 H -0.221 3.234 -4.330
32 H -2.014 1.938 -5.443
33 H -2.945 -0.055 -4.346
34 H -3.325 -1.257 -2.297
35 H -1.730 -1.969 -2.133
36 H -2.409 -0.939 -0.834
37 H -0.411 0.585 -0.965
38 O 2.684 -4.474 -0.191
39 C 3.492 -5.256 -0.599
40 O 3.073 -6.342 -1.281
41 C 3.964 -7.221 -1.965
42 C 4.527 -8.286 -1.045
43 C 4.964 -5.083 -0.301
44 H 4.748 -6.658 -2.474
45 H 3.360 -7.687 -2.743
46 H 5.126 -7.850 -0.245
47 H 5.155 -8.981 -1.604
48 H 3.716 -8.845 -0.578
49 H 5.170 -5.500 0.684
50 H 5.179 -4.017 -0.289
51 H 5.629 -5.537 -1.032
52 O 9.115 -5.482 4.223
53 C 8.164 -4.831 3.884
54 O 8.329 -3.865 2.965
55 C 7.232 -3.160 2.371
56 C 6.795 -1.980 3.213
57 C 6.806 -5.026 4.519
58 H 6.409 -3.841 2.155
59 H 7.604 -2.804 1.411
60 H 6.428 -2.297 4.190
61 H 6.001 -1.428 2.710
62 H 7.636 -1.308 3.382
63 H 6.765 -4.446 5.440
64 H 6.695 -6.080 4.763
65 H 5.970 -4.746 3.883
66 O 0.069 0.562 1.180
67 C 0.458 1.413 1.934
68 O 1.657 1.968 1.707
69 C 2.131 3.123 2.393
70 C 2.796 2.764 3.706
71 C -0.350 1.816 3.141
72 H 1.330 3.853 2.520
73 H 2.859 3.569 1.718
74 H 2.094 2.297 4.398
75 H 3.206 3.656 4.182
76 H 3.606 2.054 3.534
77 H -0.144 1.119 3.955
78 H -1.393 1.743 2.867
79 H -0.182 2.835 3.481
80 O -2.459 3.756 2.108
81 C -3.572 3.367 1.881
82 O -4.567 3.717 2.721
83 C -5.940 3.430 2.448
84 C -6.323 2.041 2.917
85 C -3.856 2.433 0.729
86 H -6.169 3.587 1.394
87 H -6.506 4.176 3.006
88 H -5.762 1.272 2.387
89 H -7.387 1.865 2.752
90 H -6.108 1.929 3.980
91 H -3.650 1.411 1.049
92 H -3.181 2.681 -0.086
93 H -4.872 2.494 0.345
94 O -7.427 4.303 -0.762
95 C -8.548 4.272 -0.340
96 O -8.863 3.346 0.588
97 C -10.100 3.326 1.301
98 C -11.183 2.598 0.532
99 C -9.625 5.189 -0.871
100 H -10.400 4.337 1.583
101 H -9.884 2.794 2.227
102 H -11.411 3.098 -0.410
103 H -12.098 2.543 1.122
104 H -10.858 1.586 0.293
105 H -10.046 4.747 -1.773
106 H -9.162 6.139 -1.128
107 H -10.425 5.394 -0.163

Computed properties:
HOMO-LUMO gap: 5.8573 eV
total energy: -3014.54742 a.u.
total charge: -1

***

[5]
Formula: C46H121N11O18
Source: the OMol25 dataset
Level of theory: wB97M-V/def2-TZVPD

CARTESIAN COORDINATES (ANGSTROEM)
1 C -1.230 -5.064 1.039
2 O -2.164 -5.452 2.100
3 C -2.724 -4.345 2.757
4 C -3.557 -4.929 3.892
5 N -4.038 -3.830 4.715
6 C -4.933 -4.327 5.784
7 C -5.353 -3.187 6.759
8 O -6.303 -3.838 7.591
9 C -6.929 -2.867 8.464
10 H -0.663 -5.942 0.672
11 H -0.467 -4.427 1.502
12 H -1.762 -4.737 0.145
13 H -3.317 -3.708 2.052
14 H -2.009 -3.627 3.188
15 H -2.984 -5.697 4.424
16 H -4.352 -5.457 3.401
17 H -4.606 -3.140 4.205
18 H -4.487 -5.156 6.360
19 H -5.858 -4.738 5.307
20 H -5.697 -2.361 6.215
21 H -4.555 -2.882 7.406
22 H -7.805 -3.354 8.915
23 H -7.323 -2.043 7.842
24 H -6.156 -2.430 9.133
25 C -3.408 -2.383 -1.656
26 O -2.083 -2.252 -1.922
27 C -1.756 -1.519 -3.111
28 C -0.291 -1.790 -3.406
29 N 0.058 -3.008 -4.193
30 C -0.440 -4.265 -3.500
31 C 0.235 -4.484 -2.191
32 O -0.001 -5.851 -1.793
33 C 1.056 -6.751 -2.062
34 H -3.459 -3.002 -0.739
35 H -3.958 -2.910 -2.425
36 H -3.948 -1.449 -1.495
37 H -1.989 -0.449 -3.032
38 H -2.348 -1.958 -3.962
39 H 0.155 -1.792 -2.420
40 H 0.072 -0.856 -3.840
41 H -0.567 -2.911 -4.970
42 H -0.200 -5.033 -4.194
43 H -1.522 -4.319 -3.311
44 H -0.134 -3.807 -1.424
45 H 1.334 -4.337 -2.317
46 H 0.665 -7.776 -1.900
47 H 1.886 -6.622 -1.356
48 H 1.423 -6.718 -3.095
49 C 7.999 9.099 -0.457
50 O 7.760 7.711 -0.342
51 C 7.483 7.280 0.955
52 C 7.044 5.779 1.016
53 N 5.662 5.661 0.539
54 C 5.047 4.364 0.827
55 C 3.855 4.240 -0.183
56 O 3.134 3.036 0.157
57 C 1.973 2.848 -0.711
58 H 7.678 9.419 -1.482
59 H 9.076 9.326 -0.470
60 H 7.430 9.689 0.251
61 H 6.669 7.867 1.388
62 H 8.246 7.512 1.679
63 H 7.199 5.397 2.036
64 H 7.725 5.197 0.375
65 H 5.135 6.480 0.839
66 H 4.757 4.152 1.903
67 H 5.800 3.617 0.689
68 H 4.387 4.221 -1.119
69 H 3.279 5.154 -0.141
70 H 1.414 2.033 -0.256
71 H 2.368 2.635 -1.746
72 H 1.387 3.720 -0.695
73 C 2.585 -0.665 -1.531
74 O 2.899 -1.999 -1.965
75 C 4.184 -1.977 -2.661
76 C 4.362 -3.391 -3.235
77 N 3.452 -3.603 -4.244
78 C 3.550 -4.971 -4.727
79 C 2.676 -5.147 -6.023
80 O 2.968 -6.513 -6.514
81 C 2.069 -6.889 -7.565
82 H 2.598 0.108 -2.320
83 H 3.333 -0.310 -0.785
84 H 1.621 -0.725 -1.013
85 H 4.970 -1.636 -1.984
86 H 4.032 -1.277 -3.466
87 H 4.302 -4.125 -2.447
88 H 5.396 -3.442 -3.571
89 H 2.500 -3.358 -3.898
90 H 3.235 -5.679 -3.943
91 H 4.621 -5.118 -4.890
92 H 2.917 -4.391 -6.804
93 H 1.620 -5.008 -5.774
94 H 2.515 -7.735 -8.075
95 H 2.014 -6.061 -8.314
96 H 1.074 -7.224 -7.186
97 C 5.476 1.631 5.060
98 O 4.231 1.987 4.443
99 C 3.964 1.125 3.346
100 C 2.464 0.836 3.236
101 N 2.179 -0.097 2.214
102 C 2.001 -1.469 2.771
103 C 2.019 -2.608 1.793
104 O 3.360 -2.737 1.235
105 C 3.379 -3.870 0.403
106 H 5.523 2.120 6.015
107 H 6.377 1.873 4.482
108 H 5.495 0.533 5.332
109 H 4.455 0.129 3.519
110 H 4.375 1.608 2.428
111 H 1.925 1.745 3.160
112 H 2.114 0.475 4.183
113 H 2.875 -0.118 1.498
114 H 1.076 -1.482 3.333
115 H 2.748 -1.779 3.519
116 H 1.309 -2.491 0.940
117 H 1.815 -3.549 2.296
118 H 3.294 -4.791 0.911
119 H 4.368 -3.984 -0.103
120 H 2.552 -3.825 -0.339
121 C 0.879 4.016 2.119
122 O 0.448 5.155 1.402
123 C -0.621 5.907 2.032
124 C -1.064 6.989 1.080
125 N -1.634 6.296 -0.076
126 C -2.106 7.082 -1.211
127 C -2.593 6.128 -2.290
128 O -1.422 5.431 -2.790
129 C -1.724 4.580 -3.835
130 H 0.867 4.130 3.198
131 H 1.918 3.843 1.825
132 H 0.294 3.163 1.829
133 H -0.320 6.281 3.020
134 H -1.498 5.298 2.198
135 H -0.195 7.550 0.717
136 H -1.877 7.588 1.515
137 H -0.909 5.666 -0.425
138 H -1.418 7.819 -1.621
139 H -2.895 7.774 -0.858
140 H -3.102 6.728 -3.082
141 H -3.307 5.465 -1.820
142 H -2.461 3.840 -3.487
143 H -0.783 4.144 -4.138
144 H -2.081 5.050 -4.762
145 C -0.341 2.235 -6.492
146 O -1.393 1.775 -5.624
147 C -2.652 1.989 -6.312
148 C -3.766 1.238 -5.558
149 N -3.832 1.716 -4.184
150 C -4.780 0.956 -3.335
151 C -4.644 1.570 -1.947
152 O -3.364 1.284 -1.528
153 C -2.812 2.287 -0.613
154 H -0.188 1.564 -7.337
155 H 0.526 2.210 -5.835
156 H -0.430 3.283 -6.785
157 H -2.561 1.660 -7.390
158 H -2.829 3.073 -6.365
159 H -3.524 0.176 -5.571
160 H -4.739 1.494 -6.008
161 H -2.940 1.618 -3.708
162 H -4.646 -0.128 -3.312
163 H -5.826 1.146 -3.640
164 H -5.452 1.274 -1.272
165 H -4.692 2.656 -1.962
166 H -3.369 2.410 0.315
167 H -2.738 3.286 -1.077
168 H -1.866 1.825 -0.344
169 N 0.945 -3.640 5.744
170 C -0.318 -3.362 5.351
171 N -1.308 -4.017 5.976
172 O -0.515 -2.502 4.519
173 H 1.738 -3.610 5.095
174 H 1.042 -4.535 6.170
175 H -2.221 -3.637 5.649
176 H -1.147 -4.264 6.945
177 N -5.176 -0.192 1.265
178 C -5.568 -0.628 2.451
179 N -5.842 0.366 3.293
180 O -5.804 -1.794 2.704
181 H -5.173 0.792 1.013
182 H -5.084 -0.819 0.480
183 H -6.087 -0.010 4.212
184 H -5.175 1.116 3.396
185 C -2.580 2.113 3.074
186 O -3.957 2.460 2.743
187 H -2.341 2.768 3.919
188 H -2.492 1.113 3.443
189 H -1.929 2.271 2.238
190 H -4.018 3.389 2.452
191 C -1.149 -1.040 0.880
192 O -0.522 0.229 1.088
193 H -0.642 -1.742 0.201
194 H -1.414 -1.476 1.856
195 H -2.102 -0.782 0.403
196 H 0.417 0.121 1.442

Computed properties:
HOMO-LUMO gap: 9.0531 eV
total energy: -3781.52318 a.u.
total charge: 0

***

[6]
Formula: C4H7NSi
Source: the OMol25 dataset
Level of theory: wB97M-V/def2-TZVPD

CARTESIAN COORDINATES (ANGSTROEM)
1 C -3.887 -0.931 -1.294
2 C -2.703 -0.759 -1.261
3 C -1.327 -0.336 -1.066
4 C -0.561 -0.446 0.065
5 Si 1.245 0.120 0.040
6 N 1.812 1.180 1.298
7 H -4.853 -0.960 -1.635
8 H -0.865 -0.062 -2.069
9 H -0.867 -1.012 0.867
10 H 1.168 0.707 -1.384
11 H 2.077 -1.332 -0.100
12 H 1.789 2.206 1.098
13 H 1.741 0.833 2.256

Computed properties:
ΔE to the lowest compared entry with this formula, charge and spin: 3.3 kJ/mol
HOMO-LUMO gap: 9.6468 eV
total energy: -500.75763 a.u.
total charge: 0

***

[7]
Formula: C36H42As3F18N6
Source: the OMol25 dataset
Level of theory: wB97M-V/def2-TZVPD

CARTESIAN COORDINATES (ANGSTROEM)
1 C -2.247 3.821 0.967
2 N -2.003 3.077 2.258
3 C -2.512 3.571 3.413
4 C -2.116 3.072 4.630
5 C -1.029 2.162 4.771
6 C -0.501 1.703 3.485
7 C -1.072 2.161 2.241
8 C -0.451 1.630 6.042
9 C 0.886 1.298 6.100
10 C 1.547 0.896 7.298
11 N 0.745 0.943 8.462
12 C -0.542 1.290 8.462
13 C -1.171 1.630 7.253
14 C 1.252 0.310 9.664
15 H -1.298 4.133 0.532
16 H -2.810 4.734 1.159
17 H -2.790 3.141 0.310
18 H -3.227 4.379 3.377
19 H -2.639 3.504 5.470
20 H 0.241 0.923 3.395
21 H -0.634 1.934 1.280
22 H 1.414 1.154 5.169
23 H 2.548 0.521 7.447
24 H -1.074 1.229 9.400
25 H -2.220 1.871 7.342
26 H 0.533 -0.424 10.030
27 H 1.417 1.057 10.441
28 H 2.166 -0.245 9.455
29 C 5.059 0.803 -1.225
30 N 4.432 -0.143 -0.366
31 C 4.411 -1.436 -0.741
32 C 3.874 -2.375 0.112
33 C 3.211 -1.966 1.249
34 C 3.108 -0.616 1.530
35 C 3.768 0.287 0.697
36 C 2.484 -2.945 2.178
37 C 1.716 -4.011 1.557
38 C 1.214 -5.091 2.247
39 N 1.255 -4.941 3.608
40 C 1.806 -3.942 4.329
41 C 2.481 -2.927 3.551
42 C 0.611 -6.081 4.370
43 H 6.148 0.772 -1.229
44 H 4.867 1.844 -0.963
45 H 4.681 0.540 -2.213
46 H 4.865 -1.644 -1.699
47 H 3.890 -3.400 -0.227
48 H 2.640 -0.091 2.350
49 H 3.728 1.333 0.966
50 H 1.656 -4.064 0.480
51 H 0.605 -5.898 1.867
52 H 1.745 -4.038 5.403
53 H 3.005 -2.111 4.026
54 H 0.440 -5.692 5.374
55 H 1.298 -6.920 4.480
56 H -0.358 -6.286 3.914
57 C -5.907 -4.816 -4.278
58 N -4.865 -3.731 -4.391
59 C -4.184 -3.289 -3.355
60 C -3.275 -2.218 -3.365
61 C -3.087 -1.615 -4.599
62 C -3.830 -2.042 -5.775
63 C -4.672 -3.135 -5.605
64 C -2.169 -0.466 -4.722
65 C -2.135 0.668 -3.983
66 C -1.430 1.776 -4.272
67 N -0.460 1.657 -5.284
68 C -0.357 0.538 -5.969
69 C -1.215 -0.481 -5.757
70 C 0.449 2.786 -5.638
71 H -5.980 -5.365 -5.217
72 H -6.843 -4.297 -4.069
73 H -5.619 -5.528 -3.505
74 H -4.206 -3.768 -2.388
75 H -2.689 -1.833 -2.544
76 H -3.656 -1.651 -6.767
77 H -5.205 -3.523 -6.460
78 H -2.886 0.862 -3.232
79 H -1.448 2.639 -3.623
80 H 0.288 0.552 -6.836
81 H -1.096 -1.369 -6.359
82 H 0.262 3.179 -6.638
83 H 1.487 2.508 -5.455
84 H 0.375 3.606 -4.924
85 As -2.763 5.837 -2.669
86 F -1.031 6.002 -3.053
87 F -3.051 5.164 -4.313
88 F -4.470 5.421 -2.246
89 F -2.427 6.295 -0.989
90 F -3.270 7.399 -3.344
91 F -2.417 4.087 -2.277
92 As 1.096 2.616 -1.345
93 F -0.703 2.367 -1.444
94 F 0.768 3.868 -0.152
95 F 2.827 2.837 -1.290
96 F 1.376 1.402 -2.595
97 F 1.092 3.889 -2.673
98 F 1.167 1.439 0.014
99 As 3.570 -2.044 -4.581
100 F 3.958 -3.502 -5.677
101 F 3.498 -3.221 -3.204
102 F 3.180 -0.656 -3.592
103 F 3.778 -1.001 -6.059
104 F 1.804 -2.355 -4.820
105 F 5.317 -1.926 -4.159

Computed properties:
multiplicity: 2
HOMO-LUMO gap (spin up / spin down): 3.1792 / 6.9837 eV
total energy: -10230.11215 a.u.
total charge: +2

***

One value per record, in order, for largest force on an atom: 2.98, 2.76, 3.84, 1.73, 3.56, 3.25, 4.31 eV/A.